This record from OMol25 describes CH5P3 in the gas phase in a non-equilibrium geometry. The level of theory is ωB97M-V/def2-TZVPD.

Each line ends with the Löwdin charge.
Cartesian coordinates (Å):
C  1.9312  -0.6628  -1.3390  -0.329
P  0.7123  -0.3896  -0.1522  0.449
P  -0.9958  -1.0528  0.8677  0.136
P  -1.5900  0.9906  1.4391  0.346
H  2.1771  -1.5907  -1.6430  -0.070
H  1.9627  0.0907  -2.0133  -0.062
H  0.8947  1.0078  -0.0344  -0.079
H  -2.4576  0.5805  2.3835  -0.219
H  -2.6347  1.0264  0.4917  -0.171

Gap between HOMO and LUMO (eV): 7.2
E_HOMO (eV): -7.78
E_tot (eV): -28980.94384
Molar mass (g/mol): 109.97
Structure (SMILES): C=[PH]=P#[PH2]
LUMO energy (eV): -0.54

This record from OMol25 describes 2 unconnected molecules or ions with the total composition CH6N2O2S in a non-equilibrium geometry. The level of theory is ωB97M-V/def2-TZVPD.

Each line ends with the Löwdin charge.
Cartesian coordinates (Å):
C  1.3556  -0.4000  -1.2040  -0.351
N  -2.5820  2.0577  2.1554  -0.265
N  1.5814  -1.4365  -0.2255  0.000
O  0.0023  -0.1359  -1.4231  -0.080
O  -1.2194  0.5815  0.6333  -0.494
S  -1.2348  1.4783  1.7544  0.915
H  2.0042  0.3114  -0.6937  0.104
H  1.5900  -0.7121  -2.2375  0.127
H  -3.4958  1.9144  1.8592  -0.009
H  1.0045  -1.3494  0.5709  0.038
H  1.5683  -2.4173  -0.4662  0.061
H  -0.5744  0.1078  -0.7232  -0.046

Gap between HOMO and LUMO (eV): 7.7
E_HOMO (eV): -8.91
E_tot (eV): -19042.52251
Molar mass (g/mol): 110.14
LUMO energy (eV): -1.19

This record from OMol25 describes a molecular structure, C27H34NO7Tl in a non-equilibrium geometry. The level of theory is ωB97M-V/def2-TZVPD.

Each line ends with the Löwdin charge.
Cartesian coordinates (Å):
C  0.2789  -0.7889  -4.1180  -0.241
C  -0.0394  -1.1906  -2.6621  -0.090
C  -0.0510  0.7170  -4.2552  -0.047
C  -0.9705  1.1354  -3.0459  -0.200
H  -0.5778  0.8778  -5.2041  0.114
H  0.8752  1.3130  -4.3090  0.119
C  -1.1712  -0.3048  -2.2336  -0.182
H  0.8839  -1.0850  -2.0816  0.132
H  -0.3441  -2.2420  -2.5841  0.134
C  -1.8384  -0.8305  -0.8723  -0.336
H  -1.9954  -0.6374  -2.8911  0.122
H  -1.9839  1.3496  -3.4512  0.134
C  -0.4519  2.3758  -2.4733  -0.313
C  1.6903  -1.1414  -4.5532  -0.420
C  -0.4948  -1.5729  -5.1791  -0.431
O  -1.0925  -1.0357  -6.1037  0.087
O  2.5709  -1.4944  -3.7855  0.130
O  1.8190  -1.0794  -5.8954  -0.027
O  -0.3711  -2.9071  -5.0860  -0.006
C  -0.8979  -3.5459  -6.2520  -0.049
H  -0.7495  -4.6072  -6.0944  0.089
H  -0.3625  -3.2192  -7.1470  0.096
H  -1.9567  -3.3156  -6.3817  0.094
C  3.1270  -1.4280  -6.3304  -0.049
H  3.8894  -0.8189  -5.8385  0.098
H  3.1323  -1.2457  -7.3967  0.086
H  3.3456  -2.4818  -6.1360  0.099
O  -1.2819  -0.9181  0.4381  -0.568
H  -2.0166  -1.9067  -1.1095  0.102
H  -2.8499  -0.3899  -0.7947  0.094
C  -1.4113  3.3235  -1.8653  -0.078
C  0.9763  2.4026  -2.0340  -0.093
H  1.5518  2.9819  -2.7769  0.075
H  1.4824  1.4201  -1.9700  0.083
H  1.1055  2.8837  -1.0455  0.069
H  -1.1296  3.6369  -0.8446  0.082
H  -2.4512  2.9538  -1.8372  0.081
H  -1.4241  4.2226  -2.5003  0.073
Tl  -0.1421  0.7137  1.1855  0.915
C  -2.1083  -0.6962  5.0109  -0.138
C  -2.6289  -0.5243  3.6947  -0.097
C  -2.2702  -1.6798  2.9329  -0.153
H  -3.1917  0.3360  3.3386  0.092
C  -1.4058  -2.4849  3.7335  -0.087
C  -1.3365  -1.8941  5.0289  -0.109
H  -0.7772  -2.2675  5.8804  0.088
H  -2.2789  -0.0428  5.8592  0.074
H  -2.6087  -1.9316  1.9351  0.064
H  -0.8797  -3.3695  3.3916  0.089
C  2.3778  0.0672  3.9752  -0.208
C  1.9611  -0.9150  4.9084  -0.191
C  1.7553  -2.1364  4.2050  -0.213
H  1.7946  -0.7618  5.9729  0.059
C  2.0346  -1.9072  2.8282  -0.214
C  2.4250  -0.5396  2.6830  -0.280
H  2.7211  -0.0451  1.7591  0.029
H  2.6366  1.1015  4.1991  0.066
H  1.4309  -3.0735  4.6475  0.056
H  1.9509  -2.6408  2.0259  0.057
O  0.0074  0.7118  6.5864  -0.044
C  -0.0389  1.7062  5.8352  -0.519
C  0.0125  3.1192  6.3969  -0.136
C  0.0010  3.9859  5.1613  -0.135
C  -0.1041  2.9793  4.0091  -0.546
O  -0.1416  3.3347  2.8199  -0.146
N  -0.1346  1.6871  4.4664  0.151
H  -0.8711  3.2955  7.0238  0.103
H  0.9287  3.2486  6.9861  0.104
H  -0.8670  4.6570  5.1510  0.100
H  0.9329  4.5597  5.0693  0.103

Gap between HOMO and LUMO (alpha / beta) (eV): 3.6 / 3.5
E_HOMO (alpha / beta) (eV): -0.09 / 0.02
E_tot (eV): -49060.90113
Molar mass (g/mol): 688.95
Charge: -2
LUMO energy (alpha / beta) (eV): 3.55 / 3.55

This record from OMol25 describes a molecular structure, CH6N2S in a non-equilibrium geometry. The level of theory is ωB97M-V/def2-TZVPD.

Each line ends with the Löwdin charge.
Cartesian coordinates (Å):
S  -2.4850  1.1786  0.7767  0.197
H  -2.1780  1.1829  -0.5587  -0.289
N  -0.0726  -0.3884  0.9449  0.008
C  0.3412  -0.5829  -0.2531  -0.317
N  1.5649  -0.3052  -0.7427  0.113
H  0.6700  -0.1813  1.6099  0.095
H  -1.3267  0.0806  1.0717  -0.148
H  -0.3398  -1.0353  -0.9718  0.137
H  1.7201  -0.2484  -1.7299  0.099
H  2.1059  0.2994  -0.1470  0.106

Gap between HOMO and LUMO (eV): 8.3
E_HOMO (eV): -7.82
E_tot (eV): -14948.77203
Molar mass (g/mol): 78.14
LUMO energy (eV): 0.48

This record from OMol25 describes 2 unconnected molecules or ions with the total composition CH8P4. The level of theory is ωB97M-V/def2-TZVPD.

Each line ends with the Löwdin charge.
Cartesian coordinates (Å):
C  -0.1683  0.2771  -1.0161  -0.472
P  -3.1844  0.0351  0.4072  0.572
P  2.2335  1.6908  0.1533  0.473
P  1.8469  -1.7195  -0.0308  0.472
P  0.7510  0.1054  0.4392  0.207
H  -0.6103  -0.6069  -1.4460  -0.029
H  -0.6395  1.2155  -1.2487  -0.026
H  -3.2320  -1.3199  0.0846  -0.255
H  -3.9258  0.3687  -0.7285  -0.255
H  2.6400  1.6791  1.4890  -0.178
H  1.2654  2.6596  0.4071  -0.167
H  2.3063  -1.8833  1.2747  -0.177
H  0.7172  -2.5016  0.2150  -0.166

Gap between HOMO and LUMO (alpha / beta) (eV): 7.6 / 6.3
E_HOMO (alpha / beta) (eV): -8.24 / -7.37
E_tot (eV): -38317.51516
Molar mass (g/mol): 143.97
LUMO energy (alpha / beta) (eV): -0.62 / -1.08

This record from OMol25 describes a molecular structure, C32H39Cl2NO8PS2Ti in a non-equilibrium geometry. The level of theory is ωB97M-V/def2-TZVPD.

Each line ends with the Mulliken spin population.
Cartesian coordinates (Å):
Ti  -0.5362  0.3571  0.7456  1.026
C  -5.4345  1.8523  2.2183  0.000
C  -3.9721  1.4283  2.3951  -0.009
C  -3.6289  1.3462  3.8851  -0.009
C  -3.0116  2.3144  1.6193  0.027
C  -1.6926  2.5110  2.0423  0.016
C  -0.8148  3.2948  1.2982  -0.007
C  -1.1999  3.8575  0.0848  0.001
C  -0.1968  4.6260  -0.7295  -0.005
C  -2.5113  3.6734  -0.3274  0.021
C  -3.4004  2.9278  0.4306  -0.016
H  -5.5552  2.9216  2.4063  0.000
H  -6.0626  1.3101  2.9263  0.000
H  -5.7975  1.6251  1.2165  0.000
H  -3.8650  0.4248  1.9684  -0.001
H  -3.5845  2.3448  4.3264  0.001
H  -2.6786  0.8387  4.0492  0.003
H  -4.4010  0.7757  4.4035  0.000
H  -1.3644  2.1434  3.0060  0.002
H  0.1773  3.4984  1.6793  -0.004
H  0.6289  3.9601  -0.9885  0.001
H  0.2096  5.4619  -0.1568  0.000
H  -0.6404  5.0094  -1.6477  0.000
H  -2.8434  4.0994  -1.2670  0.000
H  -4.4051  2.7913  0.0574  -0.002
Cl  3.1494  -0.7494  6.8174  -0.003
C  2.4246  -0.2048  5.3289  -0.089
C  3.0262  0.8491  4.6473  0.212
C  2.4467  1.2699  3.4613  -0.071
Cl  3.1871  2.5512  2.5532  -0.002
C  1.2973  0.6826  2.9128  0.153
O  0.8326  1.0828  1.7622  0.034
C  0.6678  -0.3747  3.6711  -0.029
C  -0.5365  -0.9509  3.2224  0.494
O  -1.1993  -0.5628  2.1558  0.046
C  1.2765  -0.8019  4.8751  0.154
H  3.9230  1.3240  5.0156  0.014
H  -0.9853  -1.7536  3.8087  -0.012
H  0.8329  -1.6175  5.4319  0.008
C  0.3503  0.9719  -3.9539  0.000
C  1.5217  0.0476  -3.6346  0.000
C  2.8000  0.8617  -3.4321  0.000
C  1.7259  -0.9744  -4.7442  0.000
O  1.2432  -0.7522  -2.4273  0.002
P  1.2413  -0.1554  -0.9600  -0.007
O  0.5470  -1.1381  -0.0269  0.003
O  0.5664  1.1848  -0.8306  0.024
O  2.7810  -0.0013  -0.5649  0.001
C  3.6748  -1.0878  -0.1724  0.000
C  5.0690  -0.6123  -0.5644  -0.002
C  3.5826  -1.2589  1.3390  -0.010
C  3.3532  -2.4104  -0.8700  -0.001
H  0.5430  1.4782  -4.9010  0.000
H  0.2206  1.7072  -3.1637  -0.001
H  -0.5690  0.3977  -4.0398  0.000
H  3.0327  1.4108  -4.3443  0.000
H  3.6353  0.2011  -3.1935  0.000
H  2.6719  1.5695  -2.6129  0.000
H  2.1404  -0.4794  -5.6233  0.000
H  0.7810  -1.4358  -5.0044  0.000
H  2.4169  -1.7517  -4.4101  0.000
H  5.2560  0.3732  -0.1367  0.000
H  5.1595  -0.5419  -1.6493  0.000
H  5.8131  -1.3150  -0.1886  0.000
H  3.8108  -0.3163  1.8343  0.003
H  4.2825  -2.0207  1.6854  0.000
H  2.5690  -1.5560  1.6064  0.009
H  3.3643  -2.2917  -1.9539  0.000
H  2.3652  -2.7594  -0.5786  0.000
H  4.0918  -3.1595  -0.5833  0.000
O  -2.2880  -2.0088  -5.1670  0.001
S  -3.0434  -2.1766  -3.9502  0.000
O  -4.3981  -2.6348  -4.1357  0.000
N  -2.9904  -0.8197  -3.0312  0.004
C  -2.5155  -1.0859  -1.8404  0.025
S  -2.5544  0.1024  -0.5999  -0.005
C  -2.1037  -2.4854  -1.6150  0.000
C  -1.6665  -3.0949  -0.4468  0.015
C  -1.2878  -4.4266  -0.5012  -0.003
C  -1.3436  -5.1486  -1.6903  0.000
C  -1.8468  -4.5597  -2.8448  0.000
C  -2.2290  -3.2414  -2.7749  0.002
H  -1.6279  -2.5281  0.4733  -0.017
H  -0.9490  -4.9216  0.4005  0.000
H  -1.0098  -6.1779  -1.7142  0.000
H  -1.9497  -5.1159  -3.7679  0.000

Gap between HOMO and LUMO (alpha / beta) (eV): 6.1 / 7.9
E_HOMO (alpha / beta) (eV): -3.76 / -5.66
E_tot (eV): -130816.32657
Spin multiplicity: 3
Molar mass (g/mol): 779.54
⟨S²⟩: 2.035
Charge: -1
LUMO energy (alpha / beta) (eV): 2.38 / 2.26